Computed, not measured: a cluster of 3 separate species, C4H15NO2 in total in a non-equilibrium geometry, with ωB97M-V/def2-TZVPD.

```
22
Properties=species:S:1:pos:R:3:forces:R:3
C 1.833 0.451 -1.052 -1.500 -0.654 -0.268
N 1.119 0.289 0.199 2.254 0.306 1.330
C 2.727 -1.088 1.418 1.038 -1.152 -0.200
C 1.258 -0.897 1.055 -0.730 -0.245 -0.727
C 0.666 -2.117 0.349 -0.180 0.740 -0.463
H 1.619 1.424 -1.467 0.374 0.372 0.116
H 1.405 -0.275 -1.741 0.359 -0.220 -0.190
H 2.892 0.230 -0.876 -0.033 0.189 -0.092
H 1.201 1.101 0.815 -0.666 0.414 -0.356
H 3.411 -0.298 1.699 -0.629 0.818 0.333
H 3.258 -1.558 0.589 -0.208 -0.261 -0.157
H 2.708 -1.812 2.237 0.091 0.088 -0.036
H 0.711 -0.668 1.950 -0.354 0.167 0.440
H 1.174 -2.237 -0.605 0.247 -0.457 0.048
H -0.361 -1.870 0.083 -0.193 -0.254 0.211
H 0.687 -3.031 0.938 0.162 0.151 0.018
H -3.105 1.842 -1.777 -0.104 0.257 0.107
H -3.371 1.357 -3.160 -0.200 0.205 -0.262
O -3.407 2.165 -2.633 0.301 -0.474 0.147
H -5.900 3.015 0.576 0.366 -0.322 -0.063
H -4.816 1.875 0.577 0.121 0.343 -0.195
O -5.710 2.101 0.828 -0.515 -0.010 0.259
```
Positions in Å, forces in eV/Å.

Results
LUMO energy (alpha / beta) in hartree: -0.12496 / -0.29804
2S+1: 2
Charge: +1
Energy relative to the best compared isomer or geometry (same formula, charge and spin) in kcal per mole: 11.6
Electronic energy in eV: -9967.3356
⟨S²⟩: 0.7541

Computed, not measured: a cluster of 8 separate species, C42H38N2O14 in total in a non-equilibrium geometry, with ωB97M-V/def2-TZVPD.

```
96
Properties=species:S:1:pos:R:3:forces:R:3
C 4.340 4.931 0.450 0.039 -1.456 -1.473
C 3.894 3.724 -0.461 -0.321 1.233 -0.214
O 3.500 2.679 0.025 0.318 0.011 -0.277
N 3.821 4.026 -1.814 0.256 -0.921 2.019
C 3.388 3.047 -2.781 0.971 -0.180 -1.329
H 5.235 5.430 0.019 -0.726 -0.062 0.348
H 4.583 4.481 1.416 -0.194 0.440 -0.065
H 3.436 5.554 0.438 0.536 0.243 0.460
H 4.090 4.952 -2.046 0.156 0.418 -0.541
H 3.731 2.044 -2.462 -0.850 0.458 0.213
H 3.983 3.166 -3.730 -0.769 0.304 0.709
H 2.307 3.129 -2.998 0.582 -0.482 0.176
C -5.681 -0.976 -1.730 -0.948 0.251 -0.914
C -5.062 -2.030 -2.630 -0.631 0.138 1.110
O -4.002 -2.507 -2.289 1.098 -0.588 -0.274
N -5.774 -2.440 -3.696 0.039 -0.202 -0.827
C -5.262 -3.500 -4.631 -0.417 1.318 0.762
H -6.638 -0.630 -2.163 0.480 0.252 0.246
H -4.961 -0.157 -1.638 -0.295 -0.066 0.116
H -5.933 -1.382 -0.749 0.373 -0.119 -0.068
H -6.634 -1.930 -3.864 0.313 -0.416 -0.276
H -4.779 -4.227 -3.962 0.347 0.296 -0.774
H -4.659 -3.041 -5.458 -0.093 -0.642 1.012
H -6.117 -3.972 -5.092 -0.292 -0.155 -0.081
C 0.931 -1.358 -4.427 1.639 0.613 -0.276
C 1.384 -2.005 -3.373 0.257 0.354 -0.627
C 0.445 -2.717 -2.513 -1.189 1.288 -1.561
O 0.838 -3.121 -1.479 0.726 -1.631 3.187
C -1.011 -2.711 -2.876 1.267 -0.799 0.520
C -1.359 -2.143 -4.002 -1.765 0.507 -1.195
C -0.433 -1.373 -4.849 -0.280 -1.312 1.645
O -0.784 -0.739 -5.789 -1.084 1.189 -2.012
H 1.538 -0.692 -5.009 0.458 0.108 -0.198
H 2.410 -1.882 -3.060 0.035 -0.307 0.225
H -1.690 -3.188 -2.186 -0.124 -0.062 -0.070
H -2.395 -2.098 -4.339 0.114 -0.114 0.212
C 1.976 -3.602 2.213 0.813 1.943 0.751
C 1.051 -4.341 1.660 -0.784 -0.873 0.521
C 0.724 -5.659 2.234 0.584 0.086 0.042
O -0.166 -6.347 1.806 -0.792 -0.403 -0.431
C 1.541 -6.129 3.356 0.619 0.644 1.378
C 2.397 -5.323 3.997 -0.347 -0.243 -0.306
C 2.741 -3.997 3.442 -2.149 -2.428 -2.559
O 3.730 -3.429 3.727 2.575 2.031 1.533
H 2.244 -2.593 1.871 -0.194 -0.481 -0.056
H 0.390 -4.041 0.892 -0.201 0.411 -1.036
H 1.325 -7.094 3.771 -0.104 -0.488 -0.156
H 2.977 -5.615 4.854 0.030 -0.249 0.306
C -0.029 -1.298 5.057 -0.659 -2.944 0.297
C -0.677 -0.200 4.845 -1.580 1.884 -0.044
C -2.156 -0.231 4.692 -0.670 -0.065 -0.433
O -2.831 0.777 4.710 0.247 0.214 0.021
C -2.861 -1.553 4.531 0.362 1.663 0.114
C -2.186 -2.668 4.685 -0.701 -2.029 0.411
C -0.715 -2.690 4.895 0.496 2.096 -1.367
O -0.047 -3.650 4.606 0.106 -0.418 0.698
H 0.995 -1.254 5.268 1.480 -0.417 0.139
H -0.202 0.784 4.874 -0.204 -0.261 -0.055
H -3.923 -1.446 4.297 0.339 -0.317 0.124
H -2.726 -3.639 4.602 0.797 0.646 0.012
C -3.351 4.434 -3.627 -0.862 0.542 0.201
C -2.849 4.700 -4.817 -0.063 -0.326 0.347
C -1.433 4.547 -5.124 0.279 0.349 -1.954
O -1.086 4.564 -6.305 0.044 0.075 1.190
C -0.535 4.241 -4.032 -1.082 -0.854 1.707
C -1.055 3.963 -2.821 1.337 0.337 -0.657
C -2.450 4.203 -2.503 -0.587 -0.716 -0.050
O -2.860 4.105 -1.372 -0.207 0.083 0.760
H -4.422 4.441 -3.421 0.277 0.079 0.003
H -3.451 4.902 -5.649 -0.866 0.326 -1.124
H 0.452 3.981 -4.253 1.463 -0.108 -0.424
H -0.489 3.523 -2.012 0.272 0.197 -0.019
C 3.079 2.848 3.466 0.830 0.087 -0.734
C 3.661 3.771 4.220 -0.337 0.136 0.172
C 4.265 3.465 5.561 -1.428 -0.615 -2.126
O 4.864 4.294 6.169 0.759 0.683 1.136
C 4.071 2.060 5.975 0.977 -0.516 1.793
C 3.623 1.086 5.200 0.088 -0.486 -1.699
C 3.074 1.424 3.827 -1.811 -0.555 0.415
O 2.409 0.645 3.146 1.220 0.277 0.840
H 2.704 3.096 2.476 -0.181 -0.172 0.166
H 3.625 4.786 3.860 0.313 0.368 0.281
H 4.457 1.804 6.974 -0.147 0.232 -0.443
H 3.708 0.021 5.440 -0.327 0.441 0.147
C 0.934 0.434 -0.257 0.810 -0.030 -1.116
C 0.493 -0.457 0.617 -0.230 0.459 0.465
C -0.896 -0.995 0.603 0.881 0.564 -0.238
O -1.324 -1.560 1.576 -0.562 -0.570 0.431
C -1.676 -0.699 -0.611 -0.182 0.064 0.216
C -1.236 0.215 -1.466 -0.003 -0.538 0.131
C 0.149 0.721 -1.479 -0.485 -0.869 0.927
O 0.631 1.120 -2.508 0.428 0.740 -0.536
H 1.967 0.773 -0.290 -0.188 0.260 0.385
H 1.101 -0.684 1.469 0.151 -0.349 0.363
H -2.595 -1.229 -0.824 -0.167 -0.050 0.294
H -1.812 0.352 -2.339 -0.502 0.550 -1.055
```
Positions in Å, forces in eV/Å.

Results
LUMO energy in hartree: -0.05952
Electronic energy in eV: -75807.7207
SMILES: O=C1C=CC(=O)C=C1.O=C1C=CC(=O)C=C1.O=C1C=CC(=O)C=C1.O=C1C=CC(=O)C=C1.O=C1C=CC(=O)C=C1.O=C1C=CC(=O)C=C1.CNC(C)=O.CNC(C)=O

Computed, not measured: a cluster of 3 separate species, C29H53BClF16N4O10P4 in total in a non-equilibrium geometry, with ωB97M-V/def2-TZVPD.

```
118
Properties=species:S:1:pos:R:3:forces:R:3
C -1.181 5.038 -2.188 -0.049 -0.454 0.643
C -2.090 4.023 -1.214 -1.305 3.870 0.334
N -1.318 3.028 -0.446 -0.803 -1.401 -0.086
C -1.781 1.589 -0.443 -0.764 1.720 -0.565
P -2.000 1.091 -2.263 -0.454 0.667 0.375
C -2.893 -0.478 -2.664 -1.902 -2.589 0.188
C -2.286 -1.496 -3.782 -0.306 0.300 -1.258
C -0.919 1.884 -3.541 2.088 1.476 -2.589
C 0.010 0.863 -4.486 0.818 0.122 0.873
N -0.550 0.900 0.219 0.498 0.449 2.922
P 0.856 1.578 -0.627 1.692 1.131 -2.987
P 1.818 3.038 0.758 -0.864 3.126 4.704
O 0.991 3.280 2.079 1.799 -1.163 -4.132
O 3.428 2.572 1.223 -4.273 1.289 0.752
O 1.758 4.575 -0.130 -0.229 -2.621 1.567
C -0.663 -0.563 0.405 -3.113 -2.438 0.857
P 0.931 -1.614 0.471 1.907 -0.639 -0.703
N 0.327 -3.332 0.575 -0.448 1.620 1.760
O 1.905 -1.344 1.883 -1.972 -2.464 -0.018
C -1.780 -0.875 1.583 -1.018 -1.900 -1.176
C -1.187 -1.452 2.993 -1.132 -0.071 0.339
B -0.496 -0.412 4.038 0.961 1.491 2.537
O 0.048 0.930 3.754 -0.262 -3.520 1.030
O -0.411 -0.857 5.475 -1.625 0.437 -2.889
C -2.959 0.259 1.720 -0.173 -0.233 1.798
C -4.380 -0.487 2.199 -0.094 0.693 0.806
C -4.509 -0.352 3.863 -0.815 -0.798 -0.223
C -5.268 1.016 4.348 -0.011 -0.057 0.208
C -4.288 2.242 4.811 -0.281 1.180 -1.084
N -3.982 2.306 6.291 1.546 1.169 0.047
C -4.352 3.690 6.836 -0.222 0.869 1.758
C -2.500 2.171 6.591 5.589 2.720 -1.563
C -1.907 1.031 7.662 -0.644 1.207 -0.932
O -1.534 2.977 6.069 -6.355 -4.669 2.700
C -3.135 1.324 0.505 -2.019 -0.024 -0.336
O -4.341 1.066 -0.356 1.869 0.646 1.222
Cl -3.712 2.892 1.412 1.023 -0.965 -0.733
H -0.056 4.718 -2.047 -2.201 0.683 -0.689
H -1.277 6.173 -1.829 0.067 -2.613 -0.860
H -1.585 4.922 -3.281 1.195 0.383 2.040
H -3.035 3.677 -1.805 2.095 0.016 1.242
H -2.530 4.789 -0.403 0.727 -1.787 -1.706
H -1.081 3.389 0.503 -0.637 -0.584 -0.715
H -4.006 -0.222 -3.013 2.511 -0.394 0.817
H -3.044 -1.120 -1.669 0.306 1.572 -1.943
H -1.274 -2.016 -3.511 -2.022 1.205 -0.425
H -2.163 -0.868 -4.789 -0.048 -1.507 2.167
H -3.087 -2.336 -4.049 1.670 1.863 0.851
H -0.115 2.659 -3.118 -2.245 -1.804 -0.383
H -1.563 2.520 -4.315 1.061 -1.354 1.896
H 0.178 -0.109 -3.849 -0.345 1.660 -1.683
H 1.092 1.341 -4.633 -2.441 -0.904 0.265
H -0.444 0.682 -5.548 0.768 0.127 2.251
H -0.496 1.343 1.188 0.060 -0.644 -0.500
H 1.924 0.650 -0.869 -1.360 -0.469 1.372
H 3.420 2.629 2.244 -0.217 0.072 -2.088
H 0.982 5.131 0.205 1.501 -1.374 -0.188
H -1.157 -1.009 -0.589 1.296 1.151 1.779
H 0.823 -3.821 1.380 -0.886 0.656 -1.370
H -0.703 -3.328 0.794 1.338 -0.302 -0.146
H 1.871 -2.213 2.418 0.192 2.143 -0.796
H -2.387 -1.824 1.169 1.420 2.043 0.599
H -2.130 -1.915 3.563 2.012 0.923 -1.239
H -0.445 -2.369 2.885 -1.615 1.965 -0.084
H 0.682 1.223 4.476 -1.414 -0.324 -1.051
H -1.246 -1.352 5.732 1.704 0.640 -0.542
H -2.694 0.915 2.683 -0.301 -1.264 -2.315
H -5.340 0.050 1.798 2.070 -0.905 0.471
H -4.446 -1.606 1.834 0.388 2.244 0.781
H -3.480 -0.431 4.412 -1.781 0.113 -1.084
H -5.163 -1.288 4.192 1.405 2.002 -0.530
H -5.988 0.749 5.248 1.566 0.658 -1.798
H -5.939 1.415 3.474 1.269 -0.796 1.611
H -3.269 2.318 4.242 -1.958 -0.367 0.746
H -4.874 3.250 4.552 1.323 -2.210 0.420
H -3.573 4.524 6.574 -1.369 -1.653 0.250
H -5.411 4.060 6.501 2.012 -1.128 0.492
H -4.383 3.603 8.027 0.070 0.242 -2.586
H -2.566 0.075 7.528 1.329 1.753 0.673
H -0.767 0.862 7.431 -2.542 0.312 0.245
H -1.970 1.529 8.721 -0.211 -1.211 -1.928
H -4.869 1.911 -0.469 1.232 -1.258 0.339
C 7.624 0.561 -1.307 0.678 0.150 0.630
C 7.250 -0.415 -2.431 0.204 -0.768 0.735
C 6.666 0.213 -3.694 -0.241 -0.162 -1.205
F 5.558 0.950 -3.457 0.302 -0.166 -0.481
F 6.293 -0.750 -4.580 0.264 -0.074 0.373
F 6.444 -1.386 -1.930 0.077 0.267 -0.290
F 8.410 -1.063 -2.793 -0.369 0.625 -0.187
O 6.625 0.783 -0.302 -1.520 0.671 -1.182
C 5.587 1.695 -0.663 2.476 0.540 0.695
C 4.229 1.013 -0.888 0.196 -1.285 0.056
F 4.318 -0.039 -1.740 -0.305 0.384 0.705
F 3.331 1.877 -1.432 0.612 0.896 -0.364
F 6.003 2.424 -1.726 -0.717 0.186 0.647
F 5.485 2.576 0.371 0.859 -0.807 -1.091
H 8.458 0.107 -0.762 -0.308 -0.149 -0.090
H 8.027 1.505 -1.693 -0.288 -0.230 -0.111
H 7.400 0.851 -4.197 0.126 -0.028 0.221
H 3.819 0.641 0.054 0.271 0.111 0.016
C 3.213 -5.341 -4.158 0.809 -0.448 -0.223
C 2.472 -4.008 -3.993 0.532 0.258 -1.031
C 1.385 -3.977 -2.921 -0.521 0.166 0.645
F 0.429 -4.914 -3.108 0.151 0.633 0.470
F 0.740 -2.778 -2.926 0.258 0.242 -0.142
F 2.002 -3.604 -5.202 -0.055 -0.029 0.479
F 3.419 -3.070 -3.645 -0.437 -0.407 0.404
O 2.703 -6.230 -5.161 -1.732 -0.144 0.813
C 1.555 -6.989 -4.779 2.199 -0.179 0.553
C 0.268 -6.546 -5.492 -0.830 0.294 -0.458
F 0.063 -5.208 -5.398 0.148 -0.523 -0.453
F -0.824 -7.144 -4.945 0.543 -0.112 0.088
F 1.454 -6.967 -3.428 -0.317 -0.622 -0.561
F 1.832 -8.281 -5.106 -0.510 0.774 -0.180
H 4.223 -5.098 -4.504 -0.308 0.140 -0.125
H 3.365 -5.855 -3.201 -0.291 0.200 -0.136
H 1.807 -4.114 -1.921 0.164 -0.025 -0.111
H 0.304 -6.802 -6.553 0.227 -0.126 0.085
```
Positions in Å, forces in eV/Å.

Results
LUMO energy in hartree: -0.10807
Charge: +1
Electronic energy in eV: -151185.9838